[1]
# C4CeCl2ErO4

A structure of composition C4CeCl2ErO4 in a non-equilibrium geometry (wB97M-V/def2-TZVPD, OMol25).

```
! wB97M-V def2-TZVPD RIJCOSX def2/J DEFGRID3
* xyz 4 5
Er -0.96 -0.31 -1.11
Ce 1.05 0.91 1.17
Cl -0.86 2.22 -0.54
Cl 1.42 -1.09 -1.33
C 2.58 -0.71 1.90
C -3.28 -0.12 -0.52
C -1.68 -2.56 -1.21
O 3.35 -1.43 2.42
O -4.39 0.12 -0.33
O -1.93 -3.67 -1.39
O 2.53 3.86 0.37
C 2.16 2.79 0.58
*
```

HOMO energy (spin up / spin down) in eV: -27.342 / -27.383
Gap between HOMO and LUMO (spin up / spin down) in eV: 8.2 / 8.4
Lowest unoccupied orbital energy (spin up / spin down) in eV: -19.1 / -19.0

[2]
# C35H33NO5SV

A structure of composition C35H33NO5SV in a non-equilibrium geometry (wB97M-V/def2-TZVPD, OMol25).

```
! wB97M-V def2-TZVPD RIJCOSX def2/J DEFGRID3
* xyz 0 2
V -0.48 0.84 0.07
O -0.43 0.73 1.74
C 0.36 0.60 2.88
C 1.47 -0.39 2.44
C 2.28 0.24 1.33
C 3.61 0.56 1.58
C 4.39 1.07 0.56
C 3.83 1.19 -0.69
C 2.49 0.88 -0.89
C 1.93 0.93 -2.29
C 0.65 1.78 -2.41
O -0.25 1.15 -1.56
C 0.82 3.23 -1.92
C 2.05 3.86 -1.81
C 2.13 5.16 -1.33
C 0.98 5.84 -0.97
C -0.25 5.22 -1.10
C -0.34 3.92 -1.57
C 0.17 1.78 -3.85
C -0.97 1.07 -4.20
C -1.39 1.04 -5.52
C -0.69 1.73 -6.50
C 0.45 2.45 -6.15
C 0.87 2.48 -4.83
N 1.70 0.46 0.13
C -0.50 0.08 4.03
C -1.23 0.99 4.80
C -2.10 0.55 5.78
C -2.26 -0.81 6.01
C -1.55 -1.72 5.25
C -0.67 -1.28 4.27
C 1.04 1.92 3.25
C 1.81 1.98 4.41
C 2.51 3.14 4.72
C 2.46 4.24 3.87
C 1.69 4.18 2.72
C 0.98 3.02 2.41
H 2.11 -0.67 3.27
H 0.97 -1.27 2.03
H 4.02 0.39 2.57
H 5.42 1.33 0.74
H 4.43 1.50 -1.54
H 2.69 1.26 -3.00
H 1.62 -0.08 -2.57
H 2.96 3.35 -2.09
H 3.10 5.63 -1.23
H 1.05 6.86 -0.59
H -1.16 5.75 -0.83
H -1.30 3.44 -1.66
H -1.51 0.54 -3.43
H -2.28 0.49 -5.79
H -1.02 1.71 -7.53
H 1.00 3.00 -6.90
H 1.75 3.06 -4.56
H -1.12 2.05 4.61
H -2.66 1.27 6.36
H -2.95 -1.15 6.77
H -1.68 -2.78 5.42
H -0.13 -2.01 3.68
H 1.85 1.13 5.08
H 3.11 3.18 5.62
H 3.01 5.14 4.11
H 1.63 5.03 2.06
H 0.37 2.99 1.52
C -1.55 -3.97 0.91
S -1.75 -2.18 0.87
C -3.47 -2.21 0.37
O -0.94 -1.74 -0.32
H -2.21 -4.39 1.68
H -0.51 -4.18 1.15
H -1.80 -4.37 -0.07
H -4.04 -2.70 1.15
H -3.55 -2.74 -0.58
H -3.77 -1.17 0.26
O -2.66 0.62 0.07
O -2.11 1.88 0.14
*
```

HOMO energy (spin up / spin down) in eV: -6.903 / -7.234
Relative energy (zero: lowest compared OMol25 entry of this formula, charge and spin) in kJ/mol: 120.31
Gap between HOMO and LUMO (spin up / spin down) in eV: 6.9 / 7.3
Lowest unoccupied orbital energy (spin up / spin down) in eV: 0.0 / 0.1

[3]
# C4H9NO2

A cluster of 3 separate species, C4H9NO2 in total in a non-equilibrium geometry (wB97M-V/def2-TZVPD, OMol25).

```
! wB97M-V def2-TZVPD RIJCOSX def2/J DEFGRID3
* xyz 0 1
C 1.65 -0.57 -1.14
C 0.99 -1.75 -0.72
C -0.34 -1.44 -0.48
N -0.45 -0.08 -0.73
C 0.72 0.44 -1.23
H 2.43 -0.60 -1.92
H 1.44 -2.78 -0.84
H -1.03 -1.87 0.31
H -1.27 0.58 -0.58
H 0.74 1.38 -1.78
O 0.21 0.30 2.30
H 0.53 1.17 2.52
H 0.64 0.22 1.37
O -1.92 1.99 0.84
H -2.91 1.66 0.70
H -1.44 1.36 1.36
*
```

HOMO energy in eV: -8.627
Relative energy (zero: lowest compared OMol25 entry of this formula, charge and spin) in kJ/mol: 214.81
Structure (SMILES): c1cc[nH]c1.O.O
Gap between HOMO and LUMO in eV: 9.2
Lowest unoccupied orbital energy in eV: 0.6

[4]
# C10H19FNO2S

A cluster of 2 separate species, C10H19FNO2S in total in a non-equilibrium geometry (wB97M-V/def2-TZVPD, OMol25).

```
! wB97M-V def2-TZVPD RIJCOSX def2/J DEFGRID3
* xyz 1 1
C -2.77 2.00 2.31
C -1.57 2.89 1.55
F -1.48 4.25 2.17
N -0.29 2.10 1.77
C 0.17 2.11 3.09
C 1.51 1.15 3.01
C 1.06 0.09 1.80
C 0.50 1.27 0.75
H -3.63 1.85 1.52
H -3.11 2.50 3.31
H -2.35 0.92 2.60
H -1.84 3.01 0.40
H -0.32 2.69 3.99
H 1.37 0.44 3.96
H 2.54 1.70 2.90
H 0.21 -0.66 2.15
H 1.89 -0.57 1.30
H 1.38 1.93 0.30
H -0.27 0.94 -0.08
C 0.47 -3.24 -3.08
C -0.70 -2.25 -3.12
C -0.47 -1.23 -2.01
S 1.30 -1.13 -1.77
O 1.61 -1.64 -0.45
O 1.78 0.15 -2.25
C 1.73 -2.39 -2.97
H 0.49 -3.87 -3.97
H 0.37 -3.89 -2.21
H -0.71 -1.74 -4.09
H -1.66 -2.76 -3.00
H -0.85 -0.24 -2.29
H -0.92 -1.55 -1.07
H 2.60 -2.95 -2.62
H 1.95 -1.88 -3.91
*
```

HOMO energy in eV: -13.314
Relative energy (zero: lowest compared OMol25 entry of this formula, charge and spin) in kJ/mol: 386.45
Gap between HOMO and LUMO in eV: 8.5
Lowest unoccupied orbital energy in eV: -4.8